Here is the molecule C6H10N2 from the Open Molecules 2025 dataset. Energies are from the ωB97M-V functional and the def2-TZVPD basis.

Last column: Löwdin charge in e.
CARTESIAN COORDINATES (ANGSTROEM)
C (1.076, 1.018, -1.536)  -0.065
C (1.027, -0.148, 0.190)  -0.359
C (0.304, -0.661, 1.326)  -0.118
C (-0.945, -1.201, 0.631)  -0.176
C (-2.060, -0.295, 0.165)  -0.138
C (-0.089, 0.409, -0.712)  -0.272
H (0.953, 1.988, -1.969)  0.090
H (1.466, 0.231, -2.215)  0.115
H (2.027, 1.808, 0.395)  0.095
H (1.375, -1.056, -0.387)  0.168
H (0.072, -0.001, 2.144)  0.113
H (0.846, -1.517, 1.795)  0.123
H (-1.264, -2.216, 0.773)  0.125
H (-3.022, -0.643, -0.035)  0.093
H (-2.019, 0.663, 0.524)  0.079
H (-0.487, 1.266, -0.168)  0.132
N (1.823, 1.004, -0.171)  0.004
N (-1.083, -0.651, -0.751)  -0.010

Computed properties:
orbital gap	9.4	eV
SMILES	C1[C@H]2CN2[C@@H]2CN[C@@H]12



Here is a cluster of 4 separate species, C8H24O4 in total from the Open Molecules 2025 dataset. Energies are from the ωB97M-V functional and the def2-TZVPD basis.

Last column: Löwdin charge in e.
CARTESIAN COORDINATES (ANGSTROEM)
C (-2.969, 2.039, -2.487)  -0.092
C (-3.573, 3.046, -1.511)  -0.306
O (-2.457, 3.686, -0.882)  -0.092
H (-2.434, 1.239, -1.980)  0.056
H (-2.337, 2.535, -3.222)  0.074
H (-3.731, 1.553, -3.110)  0.074
H (-4.205, 2.531, -0.786)  0.108
H (-4.168, 3.773, -2.066)  0.104
H (-2.647, 3.882, 0.039)  0.076
C (3.668, -1.168, -0.024)  -0.077
C (2.780, -1.394, -1.256)  -0.305
O (2.300, -2.733, -1.330)  -0.091
H (4.680, -1.555, -0.121)  0.071
H (3.210, -1.790, 0.754)  0.071
H (3.589, -0.128, 0.282)  0.064
H (3.392, -1.234, -2.154)  0.105
H (1.980, -0.664, -1.340)  0.105
H (3.007, -3.338, -1.096)  0.087
C (-1.004, -1.701, 0.702)  -0.080
C (-1.493, -1.937, -0.736)  -0.298
O (-0.845, -3.129, -1.214)  -0.095
H (-1.492, -0.789, 1.069)  0.064
H (0.079, -1.618, 0.695)  0.057
H (-1.348, -2.506, 1.348)  0.076
H (-1.191, -1.103, -1.377)  0.096
H (-2.568, -2.064, -0.833)  0.107
H (0.050, -2.882, -1.474)  0.045
C (1.389, 0.130, 3.335)  -0.086
C (0.780, 1.292, 2.581)  -0.325
O (1.526, 1.494, 1.388)  -0.084
H (0.838, -0.084, 4.253)  0.075
H (2.432, 0.269, 3.620)  0.076
H (1.345, -0.762, 2.708)  0.057
H (0.715, 2.177, 3.223)  0.106
H (-0.258, 1.081, 2.301)  0.097
H (0.958, 1.851, 0.701)  0.080

Computed properties:
orbital gap	10.3	eV
SMILES	CCO.CCO.CCO.CCO



Here is a structure of composition C3H4O3 from the Open Molecules 2025 dataset. Energies are from the ωB97M-V functional and the def2-TZVPD basis.

Last column: Löwdin charge in e.
CARTESIAN COORDINATES (ANGSTROEM)
O (1.995, 0.222, -0.444)  -0.042
C (0.878, -0.382, 0.152)  -0.193
C (-0.335, 0.531, -0.074)  -0.388
O (-0.315, 1.707, 0.181)  0.094
C (-1.675, -0.247, -0.390)  -0.037
O (-1.721, -0.421, 0.819)  0.067
H (1.990, 1.150, -0.165)  0.094
H (0.710, -1.342, -0.341)  0.125
H (1.040, -0.577, 1.227)  0.138
H (-2.566, -0.641, -0.964)  0.141

Computed properties:
orbital gap	9.8	eV



Here is a structure of composition C6H15N3RuS8 from the Open Molecules 2025 dataset. Energies are from the ωB97M-V functional and the def2-TZVPD basis.

Last column: Löwdin charge in e.
CARTESIAN COORDINATES (ANGSTROEM)
Ru (-0.036, -1.200, 1.010)  0.351
C (2.224, 0.049, -1.134)  -0.204
C (1.428, -1.075, -1.862)  -0.230
N (0.011, -0.993, -1.566)  -0.116
C (-0.693, 0.132, -2.153)  -0.196
C (-1.752, 0.676, -1.172)  -0.195
N (-1.257, 0.753, 0.194)  -0.148
C (-0.471, 1.930, 0.542)  -0.236
C (0.962, 1.882, -0.022)  -0.198
N (1.532, 0.543, 0.048)  -0.114
H (3.196, -0.366, -0.855)  0.112
H (2.412, 0.877, -1.828)  0.103
H (1.636, -1.006, -2.943)  0.110
H (1.781, -2.045, -1.503)  0.069
H (-0.457, -1.873, -1.764)  0.106
H (0.033, 0.911, -2.382)  0.095
H (-1.198, -0.131, -3.095)  0.120
H (-2.095, 1.661, -1.533)  0.116
H (-2.600, -0.011, -1.174)  0.112
H (-2.046, 0.689, 0.836)  0.064
H (-0.957, 2.861, 0.208)  0.117
H (-0.394, 1.953, 1.632)  0.039
H (0.948, 2.208, -1.064)  0.096
H (1.561, 2.613, 0.540)  0.121
H (2.083, 0.425, 0.894)  0.097
S (1.684, -2.780, 1.217)  -0.199
S (1.221, -4.600, 0.632)  -0.166
S (-1.272, -4.586, 0.430)  -0.166
S (-1.820, -2.749, 0.863)  -0.215
S (0.079, 0.074, 3.292)  -0.056
S (-1.197, 2.260, 5.495)  -0.108
S (-2.674, 1.195, 4.825)  -0.144
S (-1.872, -0.278, 3.392)  -0.137

Computed properties:
orbital gap (spin up / spin down)	5.3 / 4.5	eV
2S+1	2
total charge	-1



Here is a cluster of 2 separate species, C10H13ClO2S in total from the Open Molecules 2025 dataset. Energies are from the ωB97M-V functional and the def2-TZVPD basis.

Last column: Löwdin charge in e.
CARTESIAN COORDINATES (ANGSTROEM)
C (0.473, -1.802, 0.724)  -0.544
C (-4.424, 0.222, -0.029)  -0.629
C (1.906, 0.137, 1.307)  -0.111
C (0.654, 0.438, 2.129)  -0.021
C (1.244, -0.553, 0.151)  -0.420
C (-0.425, 0.308, 1.220)  -0.424
C (0.138, 0.446, -0.164)  -0.502
C (2.186, -1.113, -0.939)  0.001
C (-0.770, -0.097, -1.305)  -0.029
C (0.605, 1.768, -0.585)  -0.040
O (0.668, -2.958, 0.522)  0.073
O (-3.785, -0.481, -0.727)  0.009
S (-1.162, -1.296, 1.419)  1.003
Cl (-4.297, 2.038, -0.039)  0.526
H (2.657, 0.819, 1.089)  0.100
H (2.454, -0.582, 1.932)  0.138
H (0.645, 0.410, 3.182)  0.091
H (-5.096, -0.021, 0.835)  0.097
H (2.679, -1.992, -0.617)  0.067
H (2.883, -0.338, -1.265)  0.085
H (1.691, -1.430, -1.919)  0.109
H (-1.535, -0.742, -0.897)  0.019
H (-0.294, -0.552, -2.103)  0.056
H (-1.376, 0.674, -1.781)  0.086
H (-0.032, 2.465, -1.054)  0.076
H (1.361, 1.723, -1.271)  0.065
H (0.951, 2.509, 0.187)  0.116

Computed properties:
orbital gap (spin up / spin down)	8.2 / 8.2	eV
SMILES	CC1(C)C2=CC[C@@]1(C)C(=O)S2.O=CCl



Here is a cluster of 2 separate species, C4H11N3O2 in total from the Open Molecules 2025 dataset. Energies are from the ωB97M-V functional and the def2-TZVPD basis.

Last column: Löwdin charge in e.
CARTESIAN COORDINATES (ANGSTROEM)
C (1.984, -1.709, -0.085)  -0.279
C (0.674, 1.887, 0.450)  -0.080
N (0.220, 0.507, 0.619)  -0.017
O (1.840, -0.393, -0.518)  -0.347
H (0.460, 0.105, 1.524)  0.127
H (2.679, -2.252, -0.744)  0.066
H (2.359, -1.791, 0.948)  0.058
H (1.027, -2.259, -0.124)  0.057
H (0.246, 2.284, -0.468)  0.085
H (1.756, 1.860, 0.336)  0.083
H (0.365, 2.523, 1.282)  0.080
C (-1.696, 0.101, -1.115)  -0.514
N (-0.604, -0.097, -1.815)  0.176
C (-2.092, -0.085, 1.341)  0.043
N (-1.334, 0.408, 0.422)  -0.031
O (-2.863, 0.125, -1.379)  0.085
H (0.446, -0.257, -1.354)  0.122
H (-0.696, -0.303, -2.798)  0.118
H (-2.897, -0.760, 1.085)  0.086
H (-1.874, 0.106, 2.389)  0.082

Computed properties:
orbital gap (spin up / spin down)	7.9 / 5.7	eV



Here is a cluster of 2 separate species, C3H8N2OS in total from the Open Molecules 2025 dataset. Energies are from the ωB97M-V functional and the def2-TZVPD basis.

Last column: Löwdin charge in e.
CARTESIAN COORDINATES (ANGSTROEM)
C (-2.315, -0.264, 0.848)  -0.139
C (-0.119, -0.247, -0.280)  -0.697
C (2.317, 1.002, 0.887)  -0.332
H (-2.613, 0.773, 0.988)  0.069
H (-3.332, -0.724, 0.617)  0.108
H (-1.855, -0.679, 1.736)  0.066
H (-1.711, -0.930, -1.125)  0.159
H (2.612, 0.044, 0.636)  -0.012
H (2.862, 1.419, 1.734)  0.045
H (2.324, 1.468, -0.055)  -0.004
H (0.553, -0.912, -3.288)  0.289
N (-1.436, -0.319, -0.290)  -0.095
N (0.695, -0.576, -1.193)  -0.075
O (0.007, -1.414, -2.166)  -0.227
S (0.437, 0.886, 1.108)  0.846

Computed properties:
orbital gap	8.6	eV



Here is the molecule C10H10N2O from the Open Molecules 2025 dataset. Energies are from the ωB97M-V functional and the def2-TZVPD basis.

Last column: Löwdin charge in e.
CARTESIAN COORDINATES (ANGSTROEM)
C (1.951, 3.159, 0.514)  0.025
C (1.434, 0.554, -1.053)  0.003
C (2.932, 3.124, -0.423)  -0.140
C (2.580, 1.173, -1.643)  -0.143
C (0.621, 1.015, -0.048)  -0.093
C (0.792, 2.266, 0.597)  -0.153
C (-0.499, 0.528, 0.648)  -0.189
C (-1.199, -0.647, 0.561)  -0.206
C (-2.454, -0.757, 1.356)  -0.052
C (-0.908, -1.782, -0.409)  -0.023
N (-1.042, 1.427, 1.633)  0.109
N (3.261, 2.249, -1.419)  0.044
O (-0.132, 2.430, 1.556)  0.000
H (1.928, 3.999, 1.105)  0.080
H (1.221, -0.299, -1.546)  0.052
H (3.749, 3.868, -0.185)  0.123
H (2.954, 0.514, -2.491)  0.126
H (-2.210, -1.195, 2.338)  0.108
H (-2.705, 0.211, 1.577)  0.025
H (-3.227, -1.326, 0.829)  0.094
H (-1.522, -2.679, -0.047)  0.113
H (-1.363, -1.710, -1.362)  0.076
H (0.079, -1.865, -0.555)  0.021

Computed properties:
orbital gap (spin up / spin down)	6.5 / 6.7	eV



The evaluated energy relative to the best compared isomer or geometry (same formula, charge and spin) for the records listed, in turn: 4.5370; 0.9019; 3.2243; 3.4703; 3.1717; 6.1042; 5.1414; 5.7856 eV.